Here is a structure of composition C24H20ClN2O5OsP at a distorted geometry from OMol25. Energies are from ωB97M-V with the def2-TZVPD basis set.

Last column: Mulliken charge in e.
CARTESIAN COORDINATES (ANGSTROEM)
1 Os 0.29197 0.06081 -0.85612  0.837
2 O -0.94389 -1.59996 2.85634  -0.295
3 N -1.40443 -0.41794 2.53939  0.150
4 C -1.86981 0.36682 3.46889  -0.140
5 C -2.37564 1.62709 3.05124  0.569
6 C -2.98726 2.41361 4.07152  -1.021
7 C -3.58858 3.60827 3.77660  -0.862
8 C -3.56893 4.06042 2.45910  -0.724
9 C -2.93471 3.31651 1.42519  -0.319
10 C -2.32436 2.11968 1.67326  0.710
11 P -1.65201 1.13832 0.24321  1.022
12 C -3.00367 0.11912 -0.32872  1.254
13 C -2.73990 -1.22826 -0.58264  -0.352
14 C -3.73994 -2.04622 -1.07981  -0.949
15 C -5.01033 -1.52339 -1.29856  -0.597
16 C -5.27457 -0.17976 -1.05360  -0.894
17 C -4.27862 0.64241 -0.55060  -0.324
18 C -1.33198 2.47306 -1.00081  0.173
19 C -0.63613 3.61243 -0.67676  -0.813
20 C -0.21114 4.50736 -1.67416  -0.493
21 C -0.40949 4.27703 -3.05260  -0.731
22 C -1.08924 3.16926 -3.43176  -0.808
23 C -1.70494 2.26146 -2.42579  0.547
24 H -1.02478 -1.79224 3.81831  0.412
25 H -1.90733 0.07259 4.51838  0.511
26 H -2.98279 2.04543 5.09077  0.468
27 H -4.07730 4.19095 4.54690  0.479
28 H -4.03913 5.00476 2.21113  0.470
29 H -2.96198 3.73553 0.43130  0.552
30 H -1.76585 -1.66234 -0.34704  0.266
31 H -3.54174 -3.08984 -1.28320  0.475
32 H -5.80380 -2.17402 -1.64240  0.463
33 H -6.25535 0.22626 -1.26288  0.479
34 H -4.50588 1.68143 -0.33950  0.424
35 H -0.38075 3.83374 0.35234  0.650
36 H 0.31211 5.40845 -1.36940  0.514
37 H -0.00751 4.96749 -3.78276  0.552
38 H -1.29731 2.94795 -4.47338  0.596
39 H -2.78609 2.53335 -2.47986  0.242
40 Cl 4.91624 -3.37382 -1.25471  0.102
41 C 3.81354 -2.50132 -2.10751  0.262
42 C 3.86530 -2.41429 -3.52109  -0.223
43 C 2.90475 -1.65795 -4.13426  -0.746
44 C 1.92341 -1.01375 -3.35984  -0.007
45 N 1.86344 -1.08277 -2.00115  -0.178
46 C 2.77613 -1.80741 -1.38273  0.025
47 H 4.63608 -2.93446 -4.07886  0.511
48 H 2.88403 -1.54859 -5.21129  0.468
49 H 1.14453 -0.43393 -3.83673  0.570
50 H 2.74751 -1.88477 -0.30252  0.509
51 O 1.40122 -0.01766 0.57287  0.132
52 O 1.81247 0.16639 1.72677  -0.356
53 O -0.46107 0.29526 -2.53039  -0.208
54 O -1.72383 0.91657 -2.84360  -0.353

Values from the calculation:
E = -2302.44799 Eh
relative energy (zero: lowest compared OMol25 entry of this formula, charge and spin) = 51.1 kcal per mole
Kohn-Sham gap (alpha / beta) = 6.402 / 4.163 eV
total charge = +4
spin multiplicity = 5

***

Here is a cluster of 4 separate species, C24H20F4 in total at a distorted geometry from OMol25. Energies are from ωB97M-V with the def2-TZVPD basis set.

Last column: Mulliken charge in e.
CARTESIAN COORDINATES (ANGSTROEM)
1 F -3.75705 3.42976 1.27199  -0.271
2 C -4.53070 3.31105 0.11115  0.197
3 C -4.16235 2.30410 -0.79945  -0.009
4 C -4.79914 2.07245 -2.00529  -0.644
5 C -5.75872 3.06119 -2.43999  -0.220
6 C -6.15813 4.08817 -1.55793  -0.573
7 C -5.51463 4.20504 -0.38486  -0.248
8 H -3.46250 1.55362 -0.41368  0.335
9 H -4.44262 1.36661 -2.70062  0.382
10 H -6.35432 3.07752 -3.40717  0.266
11 H -6.94957 4.63536 -1.76293  0.518
12 H -5.65547 5.15134 0.22057  0.270
13 F 4.56495 3.43986 -1.93618  -0.264
14 C 4.55945 2.41222 -2.73992  0.357
15 C 4.89530 2.60728 -4.13985  -0.377
16 C 4.66682 1.54405 -5.02437  -0.332
17 C 4.44352 0.28632 -4.53214  -0.386
18 C 4.08337 0.00678 -3.20391  -0.171
19 C 4.19071 1.10096 -2.27392  -0.442
20 H 5.13609 3.59773 -4.58141  0.320
21 H 4.89073 1.89857 -6.12770  0.222
22 H 4.39935 -0.47711 -5.32083  0.306
23 H 3.94369 -1.09706 -2.88600  0.207
24 H 3.95750 1.07763 -1.26595  0.559
25 F -2.83095 -2.82462 3.34975  -0.325
26 C -1.55088 -3.24782 3.78819  0.500
27 C -0.74552 -2.50782 4.66026  -0.436
28 C 0.58589 -2.91615 4.95779  -0.560
29 C 1.11391 -4.20459 4.37541  -0.510
30 C 0.25465 -4.89768 3.44604  -0.314
31 C -1.10339 -4.36183 3.21399  -0.182
32 H -1.17738 -1.87518 5.47880  0.297
33 H 1.06362 -2.52869 5.75522  0.587
34 H 1.97852 -4.68833 4.75931  0.452
35 H 0.77724 -5.92060 3.05447  0.210
36 H -1.87616 -4.97805 2.63138  0.296
37 F 3.12074 -1.79501 1.88305  -0.313
38 C 2.03360 -1.37172 1.26500  0.126
39 C 1.02991 -0.91875 2.06448  0.002
40 C -0.06090 -0.23344 1.48736  -0.718
41 C -0.11125 -0.29507 0.06473  0.146
42 C 0.76499 -0.93177 -0.77723  -1.021
43 C 1.92683 -1.36748 -0.05989  0.041
44 H 1.04357 -0.76510 3.15359  0.475
45 H -0.93180 0.10170 2.07678  0.391
46 H -0.87398 0.51757 -0.34760  0.094
47 H 0.54509 -0.78417 -1.74888  0.513
48 H 2.83737 -1.85883 -0.63161  0.249

Values from the calculation:
E = -1325.80103 Eh
relative energy (zero: lowest compared OMol25 entry of this formula, charge and spin) = 120.0 kcal per mole
SMILES string = Fc1ccccc1.Fc1ccccc1.Fc1ccccc1.Fc1ccccc1
Kohn-Sham gap = 9.858 eV
total charge = 0
spin multiplicity = 1

***

Here is a structure of composition C24H20F6KN2O6PSSb at a distorted geometry from OMol25. Energies are from ωB97M-V with the def2-TZVPD basis set.

Last column: Mulliken charge in e.
CARTESIAN COORDINATES (ANGSTROEM)
1 K 2.13199 -3.09224 0.70955  1.169
2 C -0.37132 1.20570 3.39263  -0.973
3 C -1.78642 1.11985 3.58653  -0.547
4 C -2.54138 0.51806 2.61430  -1.124
5 C -1.93043 0.07518 1.43911  0.180
6 N -0.62289 0.44266 1.16269  0.559
7 C 0.16209 0.86290 2.19705  -0.328
8 C -2.40559 -0.85201 0.47742  -0.342
9 C -3.65954 -1.41723 0.40960  -0.033
10 C -3.94076 -2.27367 -0.68999  -0.782
11 C -2.94197 -2.70671 -1.48161  -0.990
12 C -1.53426 -2.39278 -1.09555  -0.677
13 N -1.44017 -1.11252 -0.47613  0.647
14 H 0.28565 1.51398 4.18895  0.469
15 H -2.23602 1.45521 4.51114  0.393
16 H -3.59550 0.32685 2.76013  0.375
17 H 1.22471 0.90612 2.01168  0.558
18 H -4.40442 -1.18399 1.15390  0.408
19 H -4.96292 -2.58362 -0.88019  0.370
20 H -3.10268 -3.38722 -2.30331  0.474
21 H -0.84827 -2.47364 -1.93450  0.734
22 O 2.73822 -1.82488 -1.44089  -0.694
23 C 1.70743 -1.25207 -1.20070  0.813
24 O 1.18429 -1.08224 0.01029  -0.982
25 C 0.76159 -0.48238 -2.08706  -1.446
26 P -0.12096 0.16374 -0.57212  2.507
27 C -1.27190 1.31802 -1.58764  1.261
28 C -0.67171 2.23444 -2.45437  -0.332
29 C -1.39107 2.95289 -3.39363  -1.036
30 C -2.76246 2.78775 -3.50040  -0.517
31 C -3.38203 1.88105 -2.66281  -0.943
32 C -2.64842 1.15050 -1.73867  -0.270
33 C 1.11738 1.61890 -0.29384  -0.362
34 C 0.58579 2.83052 0.15330  0.251
35 C 1.37354 3.93624 0.40514  -1.006
36 C 2.74719 3.86389 0.22687  -0.512
37 C 3.30359 2.67280 -0.19963  -0.853
38 C 2.49869 1.56599 -0.45420  -0.666
39 H 0.21592 -1.12212 -2.77175  0.509
40 H 1.26155 0.30089 -2.66051  0.505
41 H 0.39926 2.39360 -2.41532  0.226
42 H -0.87081 3.64043 -4.04641  0.397
43 H -3.33161 3.34392 -4.23391  0.355
44 H -4.44844 1.71456 -2.73140  0.445
45 H -3.18800 0.44045 -1.13959  0.204
46 H -0.48493 2.90505 0.31383  0.387
47 H 0.91620 4.85303 0.75530  0.365
48 H 3.37493 4.72034 0.43801  0.367
49 H 4.37449 2.58295 -0.31673  0.419
50 H 2.99891 0.65888 -0.75397  0.212
51 O -1.12003 -3.39038 -0.11878  -0.325
52 S -0.08909 -4.54013 -0.57686  1.278
53 O -0.86475 -5.61953 -1.14226  -0.723
54 O 0.58776 -4.85496 0.67433  -0.757
55 O 0.80047 -3.87456 -1.52450  -0.650
56 F 3.87866 -1.69289 1.31204  -0.547
57 Sb 4.60860 -1.91047 3.05423  2.566
58 F 2.88840 -2.34582 3.72790  -0.634
59 F 4.85474 -3.74882 2.64342  -0.600
60 F 5.37271 -2.14824 4.77322  -0.573
61 F 6.32908 -1.51038 2.36597  -0.593
62 F 4.28694 -0.08182 3.41071  -0.585

Values from the calculation:
E = -3666.74473 Eh
relative energy (zero: lowest compared OMol25 entry of this formula, charge and spin) = 12.7 kcal per mole
Kohn-Sham gap (alpha / beta) = 5.049 / 6.868 eV
total charge = -2
spin multiplicity = 2